1.
DFT (wB97M-V/def2-TZVPD) results for C22H13CoI2N3O5S as an isolated structure.

XYZ file:
```
47
Properties=species:S:1:pos:R:3:mulliken_charge:R:1
Co 0.065 0.594 0.064 0.379
I -0.927 4.323 3.434 0.025
C 0.364 2.694 3.530 -0.732
C 1.134 2.470 4.680 -0.361
C 2.014 1.421 4.760 -0.244
I 3.142 1.188 6.510 0.003
C 2.160 0.525 3.674 0.516
C 3.062 -0.561 3.586 -0.546
C 3.125 -1.311 2.445 -0.989
C 2.261 -1.019 1.373 -0.089
N 1.394 -0.048 1.452 0.117
C 1.346 0.745 2.547 0.794
C 0.444 1.856 2.421 0.643
O -0.205 2.009 1.321 -0.518
H 1.032 3.152 5.514 0.329
H 3.714 -0.778 4.422 0.191
H 3.828 -2.127 2.355 0.382
H 2.285 -1.569 0.440 0.479
O -1.259 -0.387 1.096 -0.283
N -1.720 -1.420 0.498 -0.520
N -1.141 -1.671 -0.598 0.983
O -0.166 -0.919 -1.069 -0.333
C -1.557 -2.782 -1.397 0.329
C -0.960 -2.947 -2.635 -0.398
C -1.345 -4.021 -3.425 -0.570
C -2.310 -4.912 -2.982 -0.478
C -2.898 -4.727 -1.736 -0.463
C -2.527 -3.663 -0.934 -0.386
H -0.217 -2.234 -2.961 0.444
H -0.886 -4.155 -4.396 0.368
H -2.607 -5.747 -3.604 0.368
H -3.654 -5.418 -1.385 0.358
H -2.977 -3.506 0.035 0.444
O 3.018 0.739 -2.580 -0.779
C 1.896 1.004 -2.162 0.375
O 1.639 0.959 -0.895 -0.542
C 0.810 1.320 -3.171 0.196
C 1.228 1.340 -4.505 -0.566
C 0.371 1.647 -5.543 -0.564
C -0.958 1.943 -5.251 -0.426
C -1.394 1.921 -3.944 -0.865
C -0.528 1.616 -2.879 0.817
S -1.265 1.712 -1.294 -0.484
H 2.268 1.107 -4.690 0.457
H 0.730 1.658 -6.565 0.368
H -1.656 2.186 -6.045 0.351
H -2.429 2.140 -3.712 0.418
```

## Properties
total charge = -1
DFT total energy = -3763.0448 hartree

---

2.
DFT (wB97M-V/def2-TZVPD) results for C22H14BrCl5N2O2Pd as an isolated structure at a distorted geometry.

XYZ file:
```
47
Properties=species:S:1:pos:R:3:lowdin_spin:R:1
Pd -0.081 -0.174 0.119 1.268
O 4.129 3.547 0.567 0.006
C 4.486 2.823 -0.507 0.005
C 5.645 3.076 -1.250 0.002
C 5.950 2.296 -2.347 0.001
C 5.107 1.258 -2.727 0.001
C 3.955 0.992 -1.994 0.005
C 3.636 1.774 -0.903 0.047
C 2.369 1.491 -0.084 0.077
O 2.029 0.218 -0.067 0.294
N 1.283 2.365 -0.560 0.333
N 0.066 1.890 -0.603 0.127
C -0.972 2.647 -0.825 0.084
C -2.297 2.158 -0.868 0.045
Br -2.463 0.228 -0.850 0.069
C -3.367 3.011 -0.801 0.106
C -4.758 2.754 -0.650 0.030
C -5.490 3.696 0.112 0.045
C -6.799 3.454 0.449 -0.002
C -7.441 2.307 -0.017 0.067
C -6.757 1.408 -0.834 0.001
C -5.434 1.621 -1.150 0.043
H 4.800 4.207 0.796 0.000
H 6.297 3.889 -0.967 0.000
H 6.848 2.496 -2.909 0.000
H 5.339 0.659 -3.592 0.000
H 3.311 0.170 -2.261 0.000
H 2.595 1.880 0.944 0.048
H 1.442 3.366 -0.667 0.007
H -0.844 3.720 -0.946 0.002
H -3.086 4.057 -0.707 0.002
H -4.988 4.582 0.473 0.001
H -7.329 4.150 1.079 -0.001
H -8.475 2.128 0.234 0.003
H -7.268 0.543 -1.225 -0.001
H -4.924 0.962 -1.832 0.002
Cl -0.069 1.778 3.372 0.075
C -0.071 0.069 3.413 0.140
C -0.122 -0.591 2.193 0.387
C -0.037 -1.974 2.169 0.043
Cl 0.021 -2.620 0.562 0.088
C 0.017 -2.746 3.329 0.107
Cl 0.081 -4.447 3.277 0.064
C 0.015 -2.058 4.569 0.220
Cl 0.056 -2.949 6.016 0.151
C -0.009 -0.650 4.615 0.006
Cl 0.035 0.168 6.116 0.001
```

## Properties
total charge = +2
multiplicity = 5
DFT total energy = -6108.8151 hartree
⟨S²⟩ = 6.08

---

3.
DFT (wB97M-V/def2-TZVPD) results for C22H14N2O4V as an isolated structure at a distorted geometry.

XYZ file:
```
43
Properties=species:S:1:pos:R:3:lowdin_spin:R:1
V 0.093 -0.066 0.427 2.033
O -1.656 0.699 0.422 0.213
C -1.981 0.068 1.557 0.563
C -0.912 -2.289 1.668 0.034
C -1.700 -2.988 2.778 0.004
C 0.114 -4.203 3.962 0.002
C 1.040 -4.406 3.015 0.001
C 1.344 -3.551 1.905 0.003
C 0.588 -2.545 1.427 0.005
O 1.078 -1.641 0.570 0.017
N -0.018 -5.229 4.999 0.000
O -0.819 -5.020 5.896 0.001
O 0.555 -6.293 4.854 0.000
H -2.803 0.331 2.202 0.034
H -2.568 -2.356 2.991 0.003
H 1.669 -5.277 3.150 0.000
H 2.321 -3.659 1.448 0.000
C 2.018 2.911 2.980 -0.001
C 1.686 2.421 4.236 0.002
C 0.933 1.263 4.358 0.001
C 0.506 0.600 3.214 0.004
C 0.831 1.073 1.927 -0.023
C 1.597 2.238 1.839 0.002
C -0.255 -0.670 3.228 0.016
C -0.178 -1.669 4.117 0.018
C -0.846 -3.050 4.026 0.003
C -2.121 -3.992 1.709 0.001
C -2.752 -5.190 1.463 0.001
C -2.949 -5.505 0.113 0.000
C -2.541 -4.656 -0.912 0.001
C -1.887 -3.448 -0.652 0.001
C -1.700 -3.154 0.679 0.005
N -0.921 -0.835 1.935 0.054
H 2.602 3.819 2.892 0.000
H 2.008 2.949 5.125 0.000
H 0.670 0.885 5.339 0.000
H 1.870 2.638 0.869 0.001
H 0.435 -1.495 4.995 0.001
H -1.450 -3.185 4.920 0.000
H -3.079 -5.859 2.248 0.000
H -3.436 -6.437 -0.144 0.000
H -2.722 -4.949 -1.939 0.000
H -1.558 -2.809 -1.461 0.000
```

## Properties
total charge = 0
multiplicity = 4
DFT total energy = -2200.9942 hartree
⟨S²⟩ = 3.77

---

4.
DFT (wB97M-V/def2-TZVPD) results for C22H15BrNO3ReSSbSe4 as an isolated structure.

XYZ file:
```
49
Properties=species:S:1:pos:R:3:lowdin_spin:R:1
Re 0.963 -0.936 -1.488 1.250
O 2.140 -1.432 0.175 0.051
N 2.244 -2.687 0.613 0.004
C 3.128 -2.894 1.617 0.001
C 3.289 -4.141 2.144 0.002
C 2.524 -5.194 1.626 0.002
C 1.643 -4.957 0.605 0.001
C 1.494 -3.666 0.075 0.005
S 0.420 -3.292 -1.214 0.026
H 3.652 -2.005 1.932 0.000
H 3.998 -4.288 2.944 0.000
H 2.629 -6.192 2.028 0.000
H 1.041 -5.747 0.180 0.000
Se 1.841 2.567 -4.892 0.074
Sb 1.763 0.237 -4.825 0.050
Se -0.301 -0.807 -3.389 -0.228
Se 2.988 -0.674 -2.640 -0.352
Se 2.128 -1.384 -6.494 0.107
Br -5.177 0.826 4.584 0.000
C -4.125 0.282 3.107 0.000
C -4.744 -0.320 2.022 0.000
C -3.966 -0.721 0.949 0.000
C -2.591 -0.518 0.960 0.000
C -1.991 0.097 2.052 0.000
C -2.756 0.497 3.135 0.000
C -1.793 -0.970 -0.220 0.006
O -2.298 -1.516 -1.187 0.004
O -0.528 -0.626 -0.140 0.035
H -5.813 -0.471 2.020 0.000
H -4.416 -1.199 0.089 0.000
H -0.924 0.268 2.041 0.000
H -2.301 0.976 3.989 0.000
C -1.620 4.277 -1.284 -0.004
C -1.956 2.975 -1.698 0.000
C -1.074 1.942 -1.549 -0.011
C 0.217 2.126 -0.984 0.005
C 1.223 1.098 -0.854 -0.031
C 2.415 1.434 -0.250 0.003
C 2.694 2.728 0.227 -0.001
C 1.774 3.717 0.068 0.011
C 0.530 3.441 -0.545 -0.002
C -0.403 4.495 -0.715 0.000
H -2.321 5.091 -1.416 0.000
H -2.926 2.781 -2.135 0.000
H -1.395 0.961 -1.859 -0.007
H 3.181 0.682 -0.118 -0.002
H 3.647 2.928 0.698 0.000
H 1.974 4.727 0.405 0.001
H -0.117 5.486 -0.384 0.000
```

## Properties
total charge = 0
multiplicity = 2
DFT total energy = -14024.3041 hartree
⟨S²⟩ = 1.11

---

5.
DFT (wB97M-V/def2-TZVPD) results for C22H15Cl4N3O3OsSe2 as an isolated structure.

XYZ file:
```
50
Properties=species:S:1:pos:R:3:lowdin_spin:R:1
Os -0.274 0.371 0.258 2.392
Se -3.610 1.577 -0.614 0.008
Se -1.780 2.923 -0.094 0.124
C -0.782 2.526 -1.689 0.016
C -0.635 3.429 -2.723 0.002
C 0.135 3.051 -3.818 0.006
C 0.712 1.792 -3.835 0.001
C 0.515 0.946 -2.757 0.011
N -0.221 1.305 -1.704 0.041
C -3.333 0.053 0.506 0.020
C -4.498 -0.549 0.972 -0.002
C -4.416 -1.693 1.745 0.017
C -3.160 -2.185 2.081 -0.002
C -2.050 -1.521 1.607 0.020
N -2.124 -0.445 0.803 0.017
H -1.110 4.398 -2.674 0.002
H 0.277 3.733 -4.645 0.000
H 1.320 1.465 -4.666 0.000
H 0.960 -0.038 -2.717 0.000
H -5.458 -0.106 0.745 0.000
H -5.315 -2.172 2.105 0.001
H -3.039 -3.054 2.711 0.000
H -1.049 -1.839 1.875 0.004
Cl 4.567 3.785 3.595 0.028
C 3.209 2.853 3.184 0.070
C 2.321 2.407 4.226 0.160
Cl 2.657 2.828 5.825 0.080
C 1.191 1.642 3.935 -0.014
Cl 0.123 1.097 5.149 -0.014
C 0.930 1.317 2.602 0.153
O -0.100 0.600 2.221 0.231
C 1.807 1.758 1.558 0.159
O 1.498 1.403 0.357 0.254
C 2.958 2.531 1.870 0.026
Cl 3.968 3.017 0.586 0.006
O -1.645 -1.362 -1.787 0.030
C -1.089 -2.624 -1.472 0.002
C 0.402 -2.580 -1.221 0.014
C 1.168 -3.692 -1.537 0.003
C 2.526 -3.692 -1.267 0.005
C 3.086 -2.560 -0.695 0.002
C 2.264 -1.486 -0.417 0.013
N 0.946 -1.479 -0.664 0.110
H -1.596 -1.218 -2.739 0.000
H -1.307 -3.364 -2.245 0.000
H -1.594 -2.964 -0.563 0.000
H 0.696 -4.550 -1.996 0.001
H 3.135 -4.552 -1.507 0.000
H 4.140 -2.501 -0.472 0.000
H 2.672 -0.576 0.005 0.001
```

## Properties
total charge = +2
multiplicity = 5
DFT total energy = -7971.0862 hartree
⟨S²⟩ = 6.03